C18H26ClNO7PtSi | ωB97M-V/def2-TZVPD

Geometry (Å):
Pt1 -0.37718 0.26425 0.79553
O1 -0.31098 0.37633 6.88564
C1 -0.42662 0.37281 5.51947
C2 -0.57734 1.56124 4.80988
C3 -0.67326 1.47610 3.43368
N1 -0.62525 0.29402 2.85437
C4 -0.48700 -0.85215 3.49508
C5 -0.38993 -0.86044 4.87383
C6 -0.44961 -2.06805 2.55498
O2 -0.54399 -3.18595 3.04941
O3 -0.31964 -1.79348 1.30668
C7 -0.86859 2.63987 2.44776
O4 -1.04038 3.75996 2.92124
O5 -0.87226 2.31368 1.21119
H1 -0.31022 1.29271 7.17985
H2 -0.61241 2.53223 5.28975
H3 -0.28611 -1.78852 5.41697
C8 0.69999 1.69622 -2.19079
Si1 -0.28370 0.22906 -1.49961
C9 -2.08941 0.43302 -2.21057
C10 -2.61070 1.78346 -1.70398
C11 -3.03457 -0.65055 -1.68607
C12 -2.14643 0.44524 -3.74004
C13 0.60949 -1.35470 -2.19297
C14 -0.19412 -2.63870 -1.97449
C15 0.97670 -1.25531 -3.67688
C16 1.91666 -1.47265 -1.39588
H4 0.78681 1.71064 -3.28247
H5 1.70175 1.68805 -1.74961
H6 0.23251 2.63181 -1.87283
H7 -2.54402 1.86140 -0.61615
H8 -3.66256 1.90968 -2.00141
H9 -2.04444 2.61806 -2.12380
H10 -2.97679 -0.71872 -0.59708
H11 -2.80282 -1.63575 -2.09325
H12 -4.07333 -0.41283 -1.96251
H13 -1.46013 1.18347 -4.16377
H14 -3.16182 0.69835 -4.08264
H15 -1.89503 -0.53017 -4.16333
H16 -1.08306 -2.67431 -2.61100
H17 -0.50601 -2.74518 -0.93361
H18 0.42425 -3.51117 -2.23329
H19 0.09631 -1.24380 -4.32383
H20 1.58554 -2.12431 -3.96770
H21 1.56303 -0.35892 -3.88931
H22 1.71494 -1.61682 -0.33268
H23 2.54231 -0.58241 -1.49322
H24 2.49012 -2.33929 -1.75866
Cl1 5.15263 0.67504 2.90379
C17 4.46352 -0.05042 1.39429
C18 3.39771 0.87614 0.73725
O6 3.77600 1.45687 -0.29938
O7 2.29062 0.88406 1.30852
H25 4.01003 -0.98938 1.70205
H26 5.30877 -0.20980 0.73162

ΔE to the lowest compared entry with this formula, charge and spin: 26.7 kJ/mol
charge: -2
E_HOMO: -2.01 eV
LUMO energy: 4.2 eV
spin multiplicity: 1
gap between HOMO and LUMO: 0.230 hartree